This record from the Open Molecules 2025 dataset describes C6H10O as an isolated structure. The level of theory is the ωB97M-V functional and the def2-TZVPD basis.

Cartesian coordinates (Å):
1 C 0.263 1.151 -1.487
2 C -0.033 0.174 -0.351
3 C -0.139 -1.401 -0.264
4 C 0.150 -1.076 1.221
5 C 1.078 0.026 0.703
6 O -1.027 -0.386 1.645
7 C -1.239 0.503 0.543
8 H 0.009 0.822 -2.495
9 H 1.332 1.388 -1.466
10 H -0.256 2.101 -1.307
11 H -1.106 -1.872 -0.472
12 H 0.671 -1.968 -0.733
13 H 0.448 -1.806 1.974
14 H 1.976 -0.385 0.230
15 H 1.318 0.902 1.312
16 H -2.201 0.284 0.059
17 H -1.244 1.544 0.888

- HOMO: -9.35 eV

---

This record from the Open Molecules 2025 dataset describes C6H10O as an isolated structure. The level of theory is the ωB97M-V functional and the def2-TZVPD basis.

Cartesian coordinates (Å):
1 C 2.115 0.607 0.045
2 C 0.709 0.173 -0.270
3 C -0.331 -1.533 0.618
4 C -1.044 -1.066 -0.519
5 C -1.664 0.289 -0.279
6 C -0.436 1.040 0.265
7 O 0.500 -0.380 -1.409
8 H 2.239 1.631 -0.335
9 H 2.830 -0.040 -0.466
10 H 2.317 0.619 1.120
11 H -0.776 -1.298 1.584
12 H 0.159 -2.502 0.559
13 H -1.348 -1.670 -1.373
14 H -2.474 0.219 0.455
15 H -2.052 0.735 -1.196
16 H -0.325 2.051 -0.154
17 H -0.420 1.126 1.355

- HOMO: -7.56 eV

---

This record from the Open Molecules 2025 dataset describes one molecule with the formula C6H10O. The level of theory is the ωB97M-V functional and the def2-TZVPD basis.

Cartesian coordinates (Å):
1 C 1.935 -0.620 -0.314
2 C 1.075 0.212 0.592
3 C 0.173 1.206 -0.058
4 C -2.195 0.997 -0.780
5 O -1.860 -0.230 -1.116
6 C -1.230 -1.014 -0.077
7 C -0.393 -0.009 0.706
8 H 2.327 -1.500 0.201
9 H 2.773 -0.011 -0.665
10 H 1.379 -0.956 -1.198
11 H 1.533 0.547 1.514
12 H 0.039 2.205 0.346
13 H 0.230 1.212 -1.148
14 H -2.308 1.037 0.340
15 H -0.665 -1.815 -0.568
16 H -1.999 -1.490 0.547
17 H -0.817 0.228 1.679

- HOMO: -8.21 eV

---

This record from the Open Molecules 2025 dataset describes one molecule with the formula C6H10O2. The level of theory is the ωB97M-V functional and the def2-TZVPD basis.

Cartesian coordinates (Å):
1 C 0.507 1.672 -0.572
2 C 0.900 0.179 -0.440
3 C -0.001 -0.789 -1.215
4 C -1.301 -0.865 -0.460
5 C -0.332 -0.051 1.672
6 C 0.938 -0.477 0.902
7 H -0.502 1.847 -0.878
8 H 1.045 2.224 -1.329
9 H 0.796 2.183 0.411
10 H 0.518 -1.721 -1.167
11 H -0.042 -0.514 -2.246
12 H -2.082 -0.425 -1.076
13 H -1.619 -1.906 -0.248
14 H -0.507 -0.856 2.378
15 H -0.251 1.017 2.075
16 H 1.223 -1.557 0.922
17 O -1.417 -0.108 0.776
18 O 2.125 0.148 0.497

- SMILES string: C[C@]12CCOC[C@@H]1O2
- HOMO: -9.11 eV

---

This record from the Open Molecules 2025 dataset describes C6H10O2 as an isolated structure. The level of theory is the ωB97M-V functional and the def2-TZVPD basis.

Cartesian coordinates (Å):
1 C -0.678 1.758 0.238
2 C 1.300 -0.566 -1.219
3 C 0.988 -0.193 1.258
4 C -1.013 -0.750 -0.248
5 C -1.905 0.227 0.125
6 C 0.332 -0.316 -0.095
7 O -1.379 -1.922 -0.879
8 O -3.052 0.543 0.181
9 H -0.981 -2.675 -0.423
10 H 0.365 1.989 0.019
11 H -1.278 2.267 -0.513
12 H -0.911 2.090 1.247
13 H 0.792 -0.749 -2.165
14 H 1.945 -1.424 -0.995
15 H 1.963 0.298 -1.330
16 H 1.781 0.559 1.267
17 H 1.458 -1.160 1.486
18 H 0.272 0.023 2.047

- HOMO (spin up / spin down): -7.92 / -7.92 eV

---

This record from the Open Molecules 2025 dataset describes one molecule with the formula C6H10O2. The level of theory is the ωB97M-V functional and the def2-TZVPD basis.

Cartesian coordinates (Å):
1 C 1.279 -0.338 -0.122
2 C -0.779 -0.968 1.677
3 C 1.864 0.555 -1.202
4 C -0.520 1.114 0.137
5 C -0.333 -0.280 0.422
6 C -1.212 0.107 -0.766
7 O -2.589 -0.118 -0.729
8 O -0.479 2.258 0.524
9 H -2.998 0.478 -0.090
10 H -0.831 -0.081 -1.762
11 H 1.342 -1.378 -0.447
12 H 1.863 -0.234 0.795
13 H -1.814 -0.707 1.901
14 H -0.715 -2.049 1.544
15 H -0.160 -0.684 2.526
16 H 1.853 1.596 -0.884
17 H 1.330 0.456 -2.145
18 H 2.902 0.274 -1.381

- SMILES string: CC[C@@]1(C)C(=O)[C@@H]1O
- HOMO: -8.59 eV

---

Which energy belongs to each record? In order, -309.7997 -309.7256 -309.6840 -384.9407 -384.9427 -385.0001 Eh.